Record 1
ORCA calculation (wB97M-V/def2-TZVPD) on C14H41MnO14 as an isolated structure in a non-equilibrium geometry.

XYZ file:
```
70
Properties=species:S:1:pos:R:3:forces:R:3:lowdin_spin:R:1
Mn 20.332 10.926 26.870 0.3 0.8 0.2 4.70
C 18.958 13.673 29.662 -0.2 -0.1 -0.1 0.00
C 19.586 12.717 28.671 0.5 0.7 -0.4 0.01
O 19.332 12.812 27.467 -1.4 0.9 -1.7 0.03
O 20.388 11.824 29.003 1.0 -1.1 2.0 0.03
H 18.207 14.289 29.167 -0.2 -0.4 0.0 0.00
H 19.644 14.400 30.098 0.4 -0.4 0.1 0.00
H 18.532 13.025 30.429 -0.1 0.4 0.3 0.00
C 24.531 10.974 26.819 -0.4 0.3 -0.5 0.00
C 22.959 10.986 26.793 1.5 2.0 -0.4 0.01
O 22.286 11.846 26.149 0.9 0.3 -0.8 0.04
O 22.346 10.236 27.537 -0.5 -2.7 1.8 0.03
H 24.963 11.964 26.676 -0.4 0.3 0.1 0.00
H 24.988 10.431 25.991 -0.5 -0.3 -0.2 0.00
H 24.956 10.554 27.730 -0.5 -0.1 0.1 0.00
C 19.486 9.390 23.193 0.5 -0.2 0.5 0.00
C 19.758 9.886 24.584 -0.1 1.2 1.6 0.01
O 19.189 10.903 25.071 -1.1 0.3 -1.4 0.04
O 20.587 9.344 25.367 1.0 -1.8 -0.8 0.03
H 19.255 10.241 22.552 -0.1 -0.3 0.0 0.00
H 18.685 8.653 23.243 -0.2 0.2 -0.1 0.00
H 20.381 8.847 22.887 0.0 0.1 -0.4 0.00
C 23.843 10.071 22.896 -0.4 0.8 0.4 0.00
O 23.501 8.774 22.582 -0.2 -1.2 -0.8 0.00
H 23.014 10.540 23.426 0.0 0.4 0.1 0.00
H 24.699 10.068 23.571 0.4 0.5 -0.1 0.00
H 23.997 10.630 21.973 0.4 0.1 0.2 0.00
H 23.170 8.389 23.396 -0.2 -0.8 0.2 0.00
C 24.069 9.600 30.593 -0.1 -0.1 0.1 0.00
O 23.840 8.722 29.508 0.5 -0.2 0.4 0.00
H 23.120 9.885 31.046 0.0 0.0 0.3 0.00
H 24.706 9.085 31.312 -0.2 -0.1 0.1 0.00
H 24.588 10.526 30.345 0.0 0.1 -0.4 0.00
H 23.298 9.186 28.866 -0.4 0.4 -0.6 0.00
C 24.290 14.543 24.757 -1.1 -0.9 0.3 0.00
O 23.907 13.253 24.306 0.9 0.3 -1.2 0.00
H 23.443 15.220 24.646 0.0 0.4 0.1 0.00
H 24.489 14.404 25.819 0.5 0.7 0.2 0.00
H 25.124 14.946 24.183 0.1 -0.3 0.1 0.00
H 23.171 12.942 24.837 -0.4 -0.4 0.6 0.00
C 19.483 8.682 28.861 0.0 -0.4 0.8 0.00
O 18.884 9.463 27.837 0.1 -0.1 0.3 0.03
H 19.070 8.945 29.835 -0.2 0.0 0.1 0.00
H 19.297 7.625 28.671 0.2 -0.1 0.0 0.00
H 20.554 8.856 28.966 -0.1 0.2 -0.6 0.00
H 17.961 9.199 27.821 -0.1 0.3 -0.4 0.00
C 26.537 13.075 29.463 -0.9 0.1 0.3 0.00
O 27.488 13.496 28.531 1.1 0.0 -0.4 0.00
H 26.930 12.329 30.155 0.4 0.0 -0.3 0.00
H 26.215 13.926 30.064 -0.3 0.0 0.2 0.00
H 25.684 12.639 28.943 -0.3 0.0 0.3 0.00
H 27.114 14.226 28.033 0.0 0.0 -0.1 0.00
C 27.612 11.943 24.683 -0.5 0.6 0.2 0.00
O 28.954 11.972 24.274 0.8 -0.4 -0.5 0.00
H 27.577 11.800 25.763 -0.4 -0.2 0.1 0.00
H 27.181 12.919 24.460 -0.1 0.0 0.0 0.00
H 27.045 11.199 24.125 -0.2 -0.1 0.2 0.00
H 29.135 11.078 23.974 0.4 0.1 0.0 0.00
C 23.380 6.988 25.846 -0.9 0.0 0.1 0.00
O 22.462 7.329 24.807 1.0 -0.9 -0.5 0.00
H 22.900 7.118 26.816 0.3 0.5 0.2 0.00
H 23.591 5.918 25.831 0.1 -0.1 -0.5 0.00
H 24.320 7.533 25.755 0.0 0.1 0.2 0.00
H 21.883 8.061 25.029 -0.6 0.6 0.7 0.00
C 23.040 13.943 29.217 0.2 -0.4 -0.1 0.00
O 22.956 12.748 29.968 0.6 0.5 0.6 0.00
H 22.134 14.547 29.262 -0.2 -0.1 -0.2 0.00
H 23.840 14.573 29.608 0.1 -0.2 0.2 0.00
H 23.302 13.674 28.194 -0.2 0.4 -0.3 0.00
H 22.132 12.302 29.759 -0.6 -0.2 -0.4 0.00
```
Forces are in eV/Å.

Output
HOMO level (spin up / spin down) in eV: -5.44 / -6.78
2S+1: 6
Total charge: -1
Largest force on an atom in eV/A: 3.3
Gap between HOMO and LUMO (spin up / spin down) in eV: 7.947 / 9.279

***

Record 2
ORCA calculation (wB97M-V/def2-TZVPD) on C35H43AlN7O3 as an isolated structure in a non-equilibrium geometry.

XYZ file:
```
89
Properties=species:S:1:pos:R:3:forces:R:3:lowdin_charge:R:1
C -0.543 -2.404 1.921 -0.4 0.5 0.5 -0.20
C -0.290 -2.588 3.448 0.2 -0.3 -0.5 -0.27
Al 0.946 -4.085 3.966 -0.4 -0.2 0.3 0.11
N 0.837 -5.573 2.828 0.2 0.2 0.2 -0.06
O 0.538 -4.634 5.641 0.2 0.0 -0.5 -0.23
C 2.923 -3.521 4.008 0.1 -0.3 0.0 -0.16
O 3.235 -2.090 3.845 -0.4 0.8 -1.0 -0.08
C 3.116 -1.503 2.645 0.4 1.7 0.5 -0.51
C 3.199 -2.402 1.428 0.0 0.4 -0.1 0.00
O 3.080 -0.250 2.548 0.1 -2.8 0.3 -0.01
H -1.553 -2.740 1.650 0.2 0.0 0.0 0.04
H -0.493 -1.343 1.642 0.1 -0.3 -0.1 0.03
H 0.152 -2.960 1.298 0.1 -0.1 -0.2 0.03
H 0.107 -1.653 3.863 -0.2 0.0 0.1 0.04
H -1.251 -2.798 3.937 0.2 0.2 0.1 0.03
H 1.433 -6.309 3.196 0.1 -0.1 -0.1 -0.03
H -0.091 -5.980 2.816 -0.1 0.0 -0.1 -0.03
H 0.625 -3.902 6.248 0.0 0.2 0.4 -0.02
H 3.326 -3.750 5.003 0.0 0.1 -0.1 0.06
H 3.536 -4.097 3.302 0.1 0.1 0.0 0.05
H 3.169 -1.768 0.535 -0.1 -0.2 0.2 0.08
H 4.140 -2.963 1.452 -0.1 0.1 0.0 0.09
H 2.392 -3.130 1.403 -0.1 -0.1 0.0 0.06
N 0.398 0.303 -0.178 0.0 0.1 0.0 0.08
C 1.289 1.290 -0.182 0.1 0.0 0.0 -0.15
C 1.872 1.787 -1.340 0.0 0.0 0.0 -0.08
C 1.514 1.223 -2.555 0.0 0.0 0.0 -0.10
C 0.591 0.189 -2.560 0.0 0.0 0.0 -0.08
C 0.063 -0.234 -1.347 0.0 0.0 0.0 -0.15
H 1.560 1.681 0.792 0.0 0.0 0.0 0.10
H 2.598 2.587 -1.286 0.0 0.0 0.0 0.09
H 1.952 1.578 -3.479 0.0 0.0 0.0 0.10
H 0.286 -0.286 -3.483 0.0 0.0 0.0 0.10
H -0.660 -1.042 -1.304 0.0 0.0 0.0 0.09
N 7.330 0.338 -0.608 0.0 0.0 0.0 0.05
C 8.442 0.511 0.103 0.0 0.0 0.0 -0.18
C 8.462 0.595 1.486 0.0 0.0 0.0 -0.11
C 7.261 0.495 2.173 0.0 0.0 0.0 -0.08
C 6.091 0.317 1.453 0.0 0.0 0.0 -0.05
C 6.185 0.242 0.069 0.0 0.0 0.0 -0.14
H 9.362 0.596 -0.468 0.0 0.0 0.0 0.10
H 9.399 0.739 2.007 0.0 0.0 0.0 0.09
H 7.233 0.561 3.254 0.0 0.0 0.0 0.11
H 5.125 0.238 1.941 0.0 0.0 -0.1 0.08
H 5.292 0.100 -0.529 -0.1 0.0 0.0 0.10
N 9.925 4.914 2.877 0.0 0.0 0.0 0.05
C 9.110 3.963 2.423 0.0 0.1 0.1 -0.15
C 8.137 4.177 1.458 0.0 0.0 0.0 -0.06
C 8.002 5.452 0.935 0.0 0.0 0.0 -0.08
C 8.842 6.453 1.395 0.0 0.0 0.0 -0.08
C 9.783 6.132 2.362 0.0 0.0 0.0 -0.17
H 9.241 2.982 2.862 0.0 0.0 0.0 0.09
H 7.505 3.362 1.132 0.0 0.0 0.0 0.09
H 7.253 5.661 0.181 0.0 0.0 0.0 0.10
H 8.772 7.463 1.015 0.0 0.0 0.0 0.10
H 10.458 6.890 2.746 0.0 0.0 0.0 0.10
N -3.413 -1.511 -0.775 0.0 0.0 0.0 0.07
C -4.037 -2.581 -1.260 0.0 0.0 0.0 -0.15
C -4.899 -2.536 -2.347 0.0 0.0 0.0 -0.09
C -5.121 -1.315 -2.962 0.0 -0.1 0.0 -0.11
C -4.476 -0.194 -2.469 0.0 0.0 0.0 -0.08
C -3.634 -0.346 -1.377 0.0 0.0 0.0 -0.16
H -3.835 -3.516 -0.749 0.0 0.0 0.0 0.10
H -5.384 -3.438 -2.695 0.0 0.0 0.0 0.10
H -5.790 -1.237 -3.810 0.0 0.0 0.0 0.10
H -4.628 0.777 -2.921 0.1 0.0 0.0 0.07
H -3.109 0.506 -0.959 0.0 0.0 0.0 0.10
N -5.654 2.422 -4.674 0.0 0.0 0.0 0.06
C -6.860 2.305 -4.123 0.0 -0.1 0.1 -0.15
C -7.934 3.119 -4.452 0.0 0.0 0.0 -0.07
C -7.745 4.109 -5.402 0.0 0.0 0.0 -0.09
C -6.494 4.243 -5.982 0.0 0.0 0.0 -0.08
C -5.486 3.377 -5.585 0.0 0.0 0.0 -0.15
H -6.968 1.520 -3.380 0.0 0.0 0.0 0.10
H -8.892 2.977 -3.971 0.0 0.0 0.0 0.10
H -8.558 4.766 -5.684 0.0 0.0 0.0 0.10
H -6.298 5.002 -6.727 0.0 0.0 0.0 0.10
H -4.494 3.450 -6.016 0.0 0.0 0.0 0.10
N -7.833 -0.962 -1.086 -0.1 0.1 0.0 0.06
C -7.922 -0.968 0.241 0.1 0.0 0.0 -0.14
C -8.823 -1.756 0.944 0.0 0.0 0.0 -0.07
C -9.679 -2.577 0.230 0.0 0.0 0.0 -0.08
C -9.596 -2.581 -1.154 0.0 0.0 0.0 -0.08
C -8.657 -1.760 -1.759 0.0 0.0 0.0 -0.16
H -7.230 -0.319 0.765 0.0 0.0 0.0 0.11
H -8.844 -1.727 2.025 0.0 0.0 0.0 0.10
H -10.394 -3.207 0.742 0.0 0.0 0.0 0.10
H -10.240 -3.210 -1.753 0.0 0.0 0.0 0.10
H -8.553 -1.745 -2.839 0.0 0.0 0.0 0.10
```
Forces are in eV/Å.

Output
HOMO level in eV: -4.53
Total charge: -1
Largest force on an atom in eV/A: 2.8
Gap between HOMO and LUMO in eV: 6.434

***

Record 3
ORCA calculation (wB97M-V/def2-TZVPD) on an isolated ion of composition C9H17NOP and charge +1.

XYZ file:
```
29
Properties=species:S:1:pos:R:3:forces:R:3:nbo_charge:R:1
C 0.170 -1.299 3.257 -0.1 -0.1 0.2 -0.18
C 1.026 -1.376 2.426 -0.3 0.6 -0.5 -0.05
C 1.871 -1.244 1.233 -0.5 -0.2 0.3 -0.50
C 1.120 -1.431 -0.103 0.8 -0.5 0.3 -0.06
C 0.012 -2.487 -0.122 0.0 0.0 -0.2 -0.09
O -1.229 -2.069 0.381 0.1 0.1 0.2 -0.49
C -1.690 -0.840 -0.129 0.1 -0.1 0.0 -0.10
C -0.682 0.279 0.054 -0.3 0.6 -0.4 -0.37
P -1.348 1.914 -0.557 -0.7 0.4 0.3 0.82
C -0.864 1.961 -2.329 0.3 -0.1 0.2 -0.97
C -0.120 3.058 0.216 0.2 -0.9 -0.1 -0.92
N 0.598 -0.126 -0.629 -0.4 -0.5 0.5 -0.51
H -0.615 -1.240 3.977 0.1 -0.1 0.1 0.26
H 2.336 -0.256 1.239 0.3 0.0 0.1 0.23
H 2.654 -1.996 1.294 0.2 0.1 -0.2 0.27
H 1.878 -1.765 -0.812 0.0 0.1 -0.2 0.23
H 0.346 -3.312 0.502 0.0 -0.1 0.0 0.24
H -0.086 -2.872 -1.144 -0.1 0.1 -0.1 0.19
H -2.566 -0.568 0.451 -0.2 -0.1 -0.1 0.24
H -1.990 -0.935 -1.182 0.0 0.0 -0.1 0.18
H -0.511 0.421 1.118 0.4 -0.2 0.1 0.27
H 0.200 1.808 -2.525 0.0 0.0 -0.1 0.20
H -1.108 2.953 -2.703 -0.1 0.1 0.0 0.27
H -1.471 1.257 -2.893 0.0 -0.1 -0.1 0.25
H -0.051 3.964 -0.374 0.0 0.2 0.1 0.26
H 0.860 2.574 0.272 0.2 0.3 -0.1 0.19
H -0.408 3.273 1.240 -0.2 0.2 0.0 0.26
H 1.295 0.613 -0.542 0.1 0.0 -0.1 0.44
H 0.376 -0.256 -1.618 0.1 0.2 -0.1 0.44
```
Forces are in eV/Å.

Output
HOMO level in eV: -12.69
Total charge: +1
Largest force on an atom in eV/A: 1.0
Gap between HOMO and LUMO in eV: 9.560
SMILES string: C#CC[C@H]1COC[C@H](P(C)C)[NH2+]1

***

Record 4
ORCA calculation (wB97M-V/def2-TZVPD) on a 2-piece molecular cluster, BrH4N2P overall in a non-equilibrium geometry.

XYZ file:
```
8
Properties=species:S:1:pos:R:3:forces:R:3:lowdin_spin:R:1
N -0.848 -0.006 0.636 0.2 -0.1 0.1 0.24
N 1.286 -0.578 1.644 3.7 0.8 -0.3 0.77
P -0.178 -0.741 2.048 -4.3 0.2 0.0 0.95
Br -0.142 0.419 -3.219 0.0 1.0 -0.1 0.00
H -0.224 -0.159 -0.164 -1.1 0.2 0.2 0.01
H -1.831 0.225 0.500 0.7 -0.5 0.0 0.00
H 2.108 -1.026 1.960 0.8 -0.6 0.0 0.02
H -0.171 1.867 -3.404 0.0 -1.0 0.1 0.00
```
Forces are in eV/Å.

Output
HOMO level (spin up / spin down) in eV: -5.88 / -9.58
2S+1: 3
Total charge: 0
Largest force on an atom in eV/A: 4.4
Gap between HOMO and LUMO (spin up / spin down) in eV: 6.467 / 7.318

***

Record 5
ORCA calculation (wB97M-V/def2-TZVPD) on C38H41GeN2O4PV as an isolated structure in a non-equilibrium geometry.

XYZ file:
```
88
Properties=species:S:1:pos:R:3:forces:R:3:lowdin_spin:R:1
V -0.325 1.723 -0.590 0.5 0.8 -0.9 1.89
O 2.885 1.102 1.568 0.4 -0.3 -0.1 0.00
C 1.965 1.753 1.185 -0.8 0.3 -0.7 0.01
O 1.466 1.738 -0.076 0.9 -0.3 0.8 0.02
C 1.192 2.707 2.082 -0.2 0.0 -0.1 0.00
P -0.578 2.535 1.636 -0.1 0.1 0.9 0.01
C -1.375 4.055 2.203 0.0 0.1 0.0 0.00
C -2.013 4.919 1.317 0.0 0.1 0.0 0.00
C -2.591 6.098 1.772 0.0 -0.1 0.0 0.00
C -2.527 6.417 3.118 0.0 0.0 0.0 0.00
C -1.887 5.563 4.011 0.0 0.0 0.0 0.00
C -1.315 4.385 3.559 -0.1 0.0 0.0 0.00
C -1.199 1.223 2.723 0.1 0.0 0.0 0.00
C -0.344 0.210 3.153 0.0 0.0 0.0 0.00
C -0.835 -0.822 3.940 0.0 0.0 -0.1 0.00
C -2.177 -0.852 4.289 -0.1 0.0 0.0 0.00
C -3.034 0.149 3.850 0.0 0.0 0.0 0.00
C -2.548 1.187 3.068 0.0 -0.1 0.0 0.00
H 1.502 3.722 1.832 0.0 0.1 0.0 0.00
H 1.395 2.515 3.130 0.0 0.0 0.1 0.00
H -2.054 4.687 0.259 0.0 0.0 0.0 0.00
H -3.090 6.763 1.077 0.0 0.0 0.0 0.00
H -2.978 7.334 3.478 0.0 0.0 0.0 0.00
H -1.835 5.816 5.062 0.0 0.0 0.0 0.00
H -0.836 3.714 4.262 0.0 0.0 0.0 0.00
H 0.708 0.203 2.881 -0.1 0.0 0.0 0.00
H -0.163 -1.605 4.269 0.0 0.0 0.0 0.00
H -2.556 -1.653 4.911 0.0 0.0 0.0 0.00
H -4.082 0.125 4.122 0.0 0.0 0.0 0.00
H -3.221 1.971 2.739 0.0 0.0 0.0 0.00
N -2.244 2.382 -1.268 -0.3 -0.3 -0.7 0.01
C -2.410 2.753 -2.709 0.2 0.1 0.3 0.01
C -1.635 4.006 -3.084 0.0 0.0 0.2 0.00
C -0.131 3.857 -2.941 -0.1 0.0 0.2 0.00
N 0.251 3.654 -1.513 0.0 -0.2 -0.4 0.00
H -2.735 1.474 -1.173 0.0 0.0 0.0 0.00
H -2.743 3.041 -0.683 0.0 0.1 0.0 0.00
H -3.466 2.880 -2.936 -0.1 0.0 0.0 0.00
H -2.059 1.907 -3.300 0.0 -0.1 0.0 0.00
H -1.977 4.851 -2.473 0.0 0.0 -0.1 0.00
H -1.864 4.257 -4.120 0.0 0.0 0.0 0.00
H 0.376 4.731 -3.345 0.0 0.1 0.0 0.00
H 0.213 2.989 -3.502 0.0 0.1 0.0 0.00
H -0.022 4.476 -0.983 -0.1 0.0 0.1 0.00
H 1.263 3.599 -1.440 0.1 0.0 0.0 0.00
O -2.879 -0.292 -1.421 -0.4 0.3 -0.3 0.02
C -1.929 -0.756 -0.825 0.7 0.6 1.0 0.01
O -1.001 0.046 -0.279 -1.1 -1.5 0.0 0.02
C -1.793 -2.245 -0.689 0.3 -0.3 0.4 0.00
C -0.684 -2.811 0.219 -0.4 0.5 -0.1 0.00
Ge 1.002 -3.033 -0.713 0.2 -0.3 0.0 0.00
C 1.519 -1.440 -1.708 0.3 0.3 -0.1 0.00
C 2.861 -1.059 -1.767 -0.2 0.2 -0.1 0.00
C 3.256 0.068 -2.491 -0.1 0.0 0.0 0.00
C 2.319 0.822 -3.179 0.2 -0.1 0.1 0.00
C 0.979 0.439 -3.160 0.0 0.0 0.2 0.00
C 0.588 -0.675 -2.428 0.3 -0.2 -0.2 0.00
C 2.284 -3.536 0.650 0.2 -0.2 0.1 0.00
C 2.405 -4.884 1.004 0.1 0.1 0.1 0.00
C 3.222 -5.269 2.062 0.0 0.1 0.0 0.00
C 3.928 -4.310 2.781 0.0 0.0 -0.1 0.00
C 3.822 -2.969 2.433 0.0 0.0 0.0 0.00
C 3.007 -2.588 1.373 0.1 -0.1 0.1 0.00
C 0.789 -4.485 -1.984 -0.1 -0.2 -0.3 0.00
C 0.013 -5.609 -1.683 0.1 0.0 -0.1 0.00
C -0.098 -6.663 -2.584 0.0 0.1 0.0 0.00
C 0.566 -6.605 -3.802 0.0 0.0 0.0 0.00
C 1.338 -5.495 -4.119 0.0 0.0 0.1 0.00
C 1.445 -4.443 -3.217 -0.1 -0.1 0.0 0.00
H -1.652 -2.590 -1.717 -0.2 -0.2 -0.1 0.00
H -2.791 -2.583 -0.407 0.0 -0.1 0.0 0.00
H -0.952 -3.802 0.589 -0.1 0.0 -0.1 0.00
H -0.521 -2.190 1.101 -0.1 0.1 0.0 0.00
H 3.612 -1.640 -1.240 -0.1 0.1 0.0 0.00
H 4.302 0.349 -2.518 -0.1 0.0 0.0 0.00
H 2.630 1.691 -3.747 0.0 0.0 0.0 0.00
H 0.252 0.983 -3.749 -0.1 -0.1 -0.1 0.00
H -0.447 -0.982 -2.476 0.1 0.0 -0.2 0.00
H 1.871 -5.647 0.444 0.0 0.1 0.0 0.00
H 3.314 -6.317 2.321 0.0 0.1 0.0 0.00
H 4.566 -4.610 3.605 0.0 0.0 0.0 0.00
H 4.376 -2.216 2.982 0.0 0.0 0.0 0.00
H 2.950 -1.543 1.110 0.0 0.2 0.0 0.00
H -0.516 -5.674 -0.737 0.0 0.0 0.0 0.00
H -0.702 -7.526 -2.336 0.0 0.0 0.0 0.00
H 0.479 -7.424 -4.505 0.0 0.0 0.0 0.00
H 1.854 -5.449 -5.070 0.0 0.0 0.0 0.00
H 2.049 -3.580 -3.480 0.0 0.0 0.0 0.00
```
Forces are in eV/Å.

Output
HOMO level (spin up / spin down) in eV: -10.90 / -10.90
2S+1: 3
Total charge: +1
Largest force on an atom in eV/A: 1.9
Gap between HOMO and LUMO (spin up / spin down) in eV: 8.090 / 8.302